Record 1
DFT (ωB97M-V with the def2-TZVPD basis set) results for a structure of composition C25H28BN8OS2W in a non-equilibrium geometry.

Structure (XYZ):
```
66
C25H28BN8OS2W, DFT ωB97M-V with the def2-TZVPD basis set
W 0.315 0.633 0.009
C 2.290 -1.251 1.379
N 0.048 0.438 2.069
C -0.628 -0.764 2.512
C -2.062 -0.766 2.030
N -2.187 -0.629 0.571
C -1.808 -1.900 -0.084
C -3.543 -0.307 0.201
C -4.617 -0.501 1.067
C -5.909 -0.183 0.674
C -6.147 0.325 -0.591
C -5.086 0.479 -1.472
C -3.794 0.169 -1.086
S -1.397 2.313 -1.182
C 0.684 1.227 2.998
C 1.007 0.875 4.317
C 1.692 1.762 5.141
C 2.079 3.010 4.681
C 1.775 3.370 3.369
C 1.091 2.500 2.538
S 0.587 2.886 0.903
H 1.905 -1.243 2.408
H 3.055 -0.463 1.353
H 2.798 -2.209 1.217
H -0.674 -0.827 3.600
H -0.106 -1.659 2.159
H -2.568 0.083 2.488
H -2.543 -1.699 2.366
H -2.519 -2.695 0.180
H -0.803 -2.181 0.224
H -1.794 -1.769 -1.164
H -4.473 -0.895 2.062
H -6.725 -0.340 1.368
H -7.150 0.595 -0.901
H -5.260 0.872 -2.466
H 0.756 -0.104 4.703
H 1.940 1.458 6.152
H 2.620 3.692 5.325
H 2.065 4.342 2.986
C 1.436 -3.954 -2.857
C 0.487 -3.307 -2.041
N 0.712 -2.006 -1.983
N 1.783 -1.781 -2.755
C 2.246 -2.929 -3.294
B 2.238 -0.342 -3.044
N 2.930 0.410 -1.852
C 4.233 0.729 -1.876
C 4.538 1.494 -0.773
C 3.325 1.618 -0.102
N 2.362 0.968 -0.754
N 0.976 0.474 -3.355
C 0.434 1.088 -4.394
C -0.692 1.769 -3.993
C -0.799 1.518 -2.599
N 0.205 0.688 -2.269
H 1.515 -5.002 -3.091
H -0.319 -3.749 -1.475
H 3.102 -2.922 -3.948
H 3.034 -0.359 -3.947
H 4.844 0.395 -2.697
H 5.490 1.911 -0.497
H 3.100 2.140 0.812
H 0.899 1.018 -5.365
H -1.343 2.360 -4.612
H -2.960 0.197 -1.757
O 1.310 -1.072 0.415
```

The total energy is -64524.0064 eV. The calculation puts the HOMO energy (alpha / beta) at -3.28 / -4.20 eV. As for the spin multiplicity: 3. The relative energy (zero: lowest compared OMol25 entry of this formula, charge and spin) comes out at 0.000 eV. The expectation value of S² is 2.02. For the LUMO energy (alpha / beta), the calculation gives 0.10423 / 0.10406 hartree. Its total charge is -1. The largest force on an atom is 1.597 eV/A.


Record 2
DFT (ωB97M-V with the def2-TZVPD basis set) results for a cluster of 7 separate species, C42H86O20Si2 in total.

Structure (XYZ):
```
150
C42H86O20Si2, DFT ωB97M-V with the def2-TZVPD basis set
C 2.203 0.021 -1.298
C 2.127 0.196 -0.106
Si 1.706 0.533 1.668
C 3.312 0.347 2.637
C 3.929 -1.063 2.619
C 4.703 -1.412 1.327
C 6.108 -1.956 1.620
C 7.072 -1.909 0.433
C 6.618 -2.758 -0.774
C 6.465 -1.981 -2.099
C 5.035 -1.486 -2.365
C 4.770 -1.230 -3.846
C 4.543 -2.498 -4.694
C 3.074 -2.810 -4.995
C 2.175 -3.167 -3.803
C 2.716 -4.195 -2.799
C 2.118 -3.959 -1.389
C 0.407 -0.707 2.240
C -0.837 -0.744 1.331
O -0.860 0.398 0.483
Si -2.009 0.479 -0.720
C -2.126 -1.145 -1.645
C -1.441 1.821 -1.901
C -3.659 1.009 0.020
C 1.090 2.309 1.906
C 1.802 3.373 1.076
C 1.390 4.784 1.534
O 1.426 3.206 -0.290
H 2.343 -0.029 -2.354
H 4.021 1.086 2.253
H 3.084 0.634 3.671
H 4.619 -1.139 3.463
H 3.145 -1.806 2.780
H 4.130 -2.166 0.782
H 4.763 -0.547 0.661
H 6.032 -2.982 1.991
H 6.532 -1.345 2.424
H 8.036 -2.293 0.774
H 7.211 -0.865 0.139
H 7.323 -3.574 -0.946
H 5.664 -3.236 -0.534
H 7.139 -1.121 -2.065
H 6.768 -2.609 -2.943
H 4.318 -2.182 -1.929
H 4.890 -0.548 -1.819
H 3.939 -0.535 -3.994
H 5.655 -0.721 -4.243
H 5.032 -3.362 -4.237
H 5.042 -2.352 -5.656
H 2.648 -1.928 -5.485
H 3.044 -3.608 -5.742
H 1.261 -3.601 -4.222
H 1.846 -2.275 -3.267
H 3.799 -4.155 -2.696
H 2.458 -5.215 -3.089
H 2.022 -4.899 -0.842
H 1.155 -3.451 -1.438
H 2.771 -3.317 -0.791
H 0.855 -1.703 2.265
H 0.106 -0.460 3.262
H -0.814 -1.675 0.757
H -1.744 -0.757 1.947
H -2.650 -1.047 -2.595
H -2.605 -1.921 -1.044
H -1.106 -1.486 -1.854
H -0.918 2.590 -1.325
H -2.290 2.288 -2.401
H -0.740 1.439 -2.645
H -3.513 1.202 1.089
H -4.426 0.236 -0.051
H -4.026 1.935 -0.423
H 1.288 2.552 2.955
H 0.019 2.368 1.714
H 2.889 3.281 1.192
H 1.435 4.853 2.623
H 2.062 5.546 1.134
H 0.372 4.966 1.195
H 2.116 3.585 -0.844
C -5.673 2.136 -3.693
O -6.069 2.890 -2.547
C -7.313 3.370 -2.606
O -8.080 3.224 -3.521
O -7.552 4.036 -1.479
C -8.855 4.625 -1.400
H -4.652 1.814 -3.506
H -6.310 1.262 -3.820
H -5.702 2.750 -4.592
H -9.629 3.863 -1.452
H -8.992 5.357 -2.194
H -8.906 5.125 -0.437
C -5.477 6.885 0.840
O -5.811 7.671 1.990
C -7.029 8.206 1.954
O -7.831 8.076 1.065
O -7.214 8.902 3.076
C -8.488 9.544 3.173
H -4.469 6.519 1.009
H -6.160 6.044 0.735
H -5.501 7.496 -0.060
H -9.292 8.811 3.156
H -8.620 10.257 2.362
H -8.490 10.066 4.125
C -4.663 -0.199 7.011
O -3.368 -0.128 6.408
C -3.135 1.005 5.747
O -3.902 1.924 5.628
O -1.904 0.944 5.237
C -1.521 2.102 4.491
H -4.711 -1.163 7.508
H -4.790 0.598 7.740
H -5.442 -0.136 6.254
H -1.526 2.990 5.122
H -2.183 2.247 3.639
H -0.514 1.924 4.130
C 0.335 -7.679 -2.580
O 0.605 -8.378 -3.796
C 1.284 -9.514 -3.634
O 1.662 -9.966 -2.586
O 1.470 -10.062 -4.834
C 2.191 -11.297 -4.810
H -0.214 -6.782 -2.856
H -0.277 -8.285 -1.914
H 1.262 -7.398 -2.084
H 1.654 -12.043 -4.227
H 3.187 -11.151 -4.397
H 2.266 -11.622 -5.843
C -8.985 5.723 2.932
O -9.706 4.897 3.848
C -10.713 4.225 3.292
O -11.037 4.272 2.134
O -11.300 3.493 4.238
C -12.406 2.713 3.775
H -8.201 6.212 3.504
H -8.532 5.124 2.143
H -9.638 6.475 2.494
H -12.084 2.005 3.014
H -13.188 3.356 3.375
H -12.780 2.176 4.641
C 13.603 -3.916 0.343
O 13.110 -3.464 -0.920
C 11.843 -3.053 -0.897
O 11.123 -3.039 0.068
O 11.508 -2.662 -2.126
C 10.163 -2.193 -2.241
H 14.634 -4.215 0.175
H 13.568 -3.114 1.078
H 13.026 -4.768 0.697
H 10.003 -1.324 -1.604
H 9.458 -2.980 -1.979
H 10.022 -1.911 -3.281
```

The total energy is -101655.7531 eV. The calculation puts the HOMO energy at -9.41 eV. As for the spin multiplicity: 1. For the LUMO energy, the calculation gives 0.01634 hartree. Its total charge is 0. The SMILES is C#C[Si@](CCCCCCCCCCCCCC)(CCO[Si](C)(C)C)C[C@H](C)O.COC(=O)OC.COC(=O)OC.COC(=O)OC.COC(=O)OC.COC(=O)OC.COC(=O)OC. The largest force on an atom is 0.973 eV/A.


Record 3
DFT (ωB97M-V with the def2-TZVPD basis set) results for the molecule C4H6OS2 in a non-equilibrium geometry.

Structure (XYZ):
```
13
C4H6OS2, DFT ωB97M-V with the def2-TZVPD basis set
C -1.472 0.474 -0.607
C -0.509 0.879 0.500
C 0.883 0.344 0.655
C 1.289 -0.798 -0.251
H -0.958 0.872 -1.589
H -1.417 -0.698 -0.465
H -2.432 0.786 -0.284
H -0.516 1.794 1.046
H 1.610 1.176 0.999
H 0.824 -2.540 -0.757
O 0.324 -1.692 -0.310
S -0.215 0.052 2.066
S 2.588 -0.650 -1.001
```

The total energy is -27960.5702 eV. The calculation puts the HOMO energy at -8.67 eV. As for the spin multiplicity: 1. The relative energy (zero: lowest compared OMol25 entry of this formula, charge and spin) comes out at 2.708 eV. For the LUMO energy, the calculation gives 0.00903 hartree. Its total charge is 0. The SMILES is C[C@H]1S[C@H]1C(O)=S. The largest force on an atom is 6.427 eV/A.


Record 4
DFT (ωB97M-V with the def2-TZVPD basis set) results for a cluster of 11 separate species, BH24O10 in total in a non-equilibrium geometry.

Structure (XYZ):
```
35
BH24O10, DFT ωB97M-V with the def2-TZVPD basis set
B -0.125 -0.101 0.083
H -0.965 0.536 0.372
H -0.284 -1.065 0.574
H 0.011 -0.070 -1.001
H 0.801 0.300 0.504
O -2.987 2.047 1.648
H -3.160 2.810 2.201
H -2.141 2.244 1.230
O -0.768 2.972 0.189
H -0.079 3.310 -0.383
H -0.851 2.043 -0.054
O -2.921 1.113 -1.111
H -3.093 1.463 -0.234
H -2.436 0.302 -0.955
O 1.415 -0.370 2.806
H 1.110 -0.025 1.963
H 1.134 -1.286 2.806
O 1.689 -2.922 -2.471
H 1.003 -2.326 -2.784
H 1.370 -3.245 -1.624
O -2.048 -0.123 2.869
H -1.501 -0.472 2.165
H -2.386 0.708 2.522
O 2.352 0.919 -1.172
H 2.284 1.856 -1.363
H 1.470 0.668 -0.874
O 3.957 -0.213 0.710
H 3.082 0.118 0.489
H 4.554 0.468 0.399
O 0.013 -3.359 -0.136
H -0.065 -2.426 0.090
H -0.609 -3.797 0.446
O -0.074 -1.041 -3.421
H 0.211 -0.306 -3.966
H 0.036 -0.729 -2.520
```

The total energy is -21541.3343 eV. The calculation puts the HOMO energy at -7.30 eV. As for the spin multiplicity: 1. The relative energy (zero: lowest compared OMol25 entry of this formula, charge and spin) comes out at 1.766 eV. For the LUMO energy, the calculation gives 0.09644 hartree. Its total charge is -1. The largest force on an atom is 3.465 eV/A.